The following is a quantum chemistry calculation of a cluster of 2 separate species, C3H9PS3 in total in a non-equilibrium geometry, from the OMol25 dataset.

Geometry as ORCA input:
```
! wB97M-V def2-TZVPD RIJCOSX def2/J DEFGRID3
* xyz 0 1
C -0.168 1.853 0.455
C -1.512 -0.261 0.099
C -0.348 0.578 -0.273
P 1.206 -0.485 -0.434
S 1.922 -0.584 -2.220
S 2.418 0.373 1.009
S -0.320 -3.451 0.141
H -0.104 1.621 1.506
H 0.830 2.251 0.253
H -0.880 2.569 0.229
H -1.431 -0.547 1.096
H -1.311 -1.226 -0.367
H -2.509 0.187 -0.064
H -0.495 0.628 -1.356
H 3.506 -0.440 0.949
H -0.803 -3.066 -1.024
*
```

Löwdin population analysis, charges in e, atoms 1 to 5: number 1, C, carries -0.15; number 2, C, carries -0.17; number 3, C, carries -0.65; number 4, P, carries 0.09; number 5, S, carries 0.19

=====

The following is a quantum chemistry calculation of a structure of composition C15H44FHfN2O9 in a non-equilibrium geometry, from the OMol25 dataset.

Geometry as ORCA input:
```
! wB97M-V def2-TZVPD RIJCOSX def2/J DEFGRID3
* xyz 4 2
Hf 2.638 0.438 -0.685
F 0.402 0.188 -0.168
C -3.465 2.034 -1.566
O -2.207 1.427 -1.447
H -3.604 2.712 -2.408
H -4.210 1.241 -1.629
H -3.676 2.538 -0.623
H -2.077 0.948 -0.626
C -3.876 -3.084 -0.453
C -2.769 -2.229 0.233
C -2.171 -2.805 1.564
O -1.603 -4.111 1.355
C -2.447 -5.202 1.902
N -1.752 -1.955 -0.745
H -4.160 -2.684 -1.426
H -4.784 -3.124 0.150
H -3.512 -4.101 -0.599
H -3.218 -1.257 0.435
H -2.937 -2.844 2.338
H -1.461 -2.142 2.058
H -2.003 -6.181 1.721
H -3.450 -5.238 1.479
H -2.505 -5.041 2.979
H -1.195 -2.749 -0.463
H -1.259 -1.089 -0.584
C 1.138 4.430 1.318
C 1.207 3.246 0.314
C 1.220 3.665 -1.159
O 1.165 2.504 -1.919
C 0.801 2.833 -3.251
N 2.393 2.501 0.689
H 0.983 4.038 2.323
H 0.292 5.079 1.095
H 2.020 5.065 1.231
H 0.320 2.625 0.439
H 2.125 4.226 -1.395
H 0.278 4.184 -1.335
H 0.262 2.000 -3.703
H 1.725 3.136 -3.743
H 0.104 3.658 -3.396
H 2.353 2.625 1.691
H 3.144 3.169 0.584
C 2.205 -0.537 -3.843
C 3.257 -1.482 -3.396
O 3.936 -0.778 -2.309
O 1.396 -0.145 -2.774
H 1.707 -0.772 -4.784
H 2.691 0.403 -4.102
H 3.864 -1.721 -4.269
H 2.767 -2.345 -2.946
H 4.870 -0.865 -2.514
H 0.512 -0.072 -3.142
C 2.523 -1.580 2.209
C 1.940 -2.563 1.068
O 2.345 -2.036 -0.295
O 2.465 -0.245 1.695
H 3.559 -1.767 2.493
H 1.915 -1.639 3.112
H 0.865 -2.534 1.247
H 2.246 -3.596 1.233
H 2.221 -2.805 -0.855
H 1.971 0.343 2.271
C -0.601 0.908 3.339
C -1.701 1.489 2.382
O -1.884 0.732 1.144
O 0.694 1.354 3.076
H -0.712 -0.163 3.505
H -0.771 1.261 4.356
H -1.637 2.545 2.118
H -2.666 1.422 2.884
H -1.062 0.641 0.657
H 0.854 1.873 3.867
*
```

Values from the calculation:
Expectation value of S²: 0.756

Löwdin population analysis, charges in e, atoms 1 to 5: number 1, Hf, carries 2.35; number 2, F, carries -0.39; number 3, C, carries -0.13; number 4, O, carries -0.16; number 5, H, carries 0.10

=====

no.,total energy (eV)
1,-45049.6374
2,-41654.6880